{"formula": "C18H23ClN4O", "method": "ωB97M-V/def2-TZVPD", "species": ["C", "H", "H", "H", "C", "N", "C", "C", "C", "N", "H", "C", "O", "N", "H", "C", "C", "N", "C", "C", "C", "H", "H", "H", "H", "H", "H", "C", "C", "C", "C", "C", "C", "C", "H", "H", "Cl", "H", "H", "H", "H", "H", "H", "H", "H", "H", "H"], "xyz": [[1.86, 6.52, 2.62], [1.59, 7.40, 3.19], [2.69, 6.02, 3.11], [2.18, 6.83, 1.63], [0.66, 5.58, 2.51], [0.98, 4.41, 1.73], [1.66, 3.32, 2.13], [1.78, 2.49, 1.04], [1.12, 3.19, 0.01], [0.66, 4.34, 0.45], [0.97, 2.92, -1.02], [2.44, 1.17, 1.04], [2.91, 0.67, 2.05], [2.49, 0.56, -0.16], [2.10, 1.01, -0.97], [3.06, -0.76, -0.34], [2.18, -1.86, 0.30], [0.93, -2.09, -0.39], [1.14, -2.38, -1.79], [1.93, -1.29, -2.53], [3.27, -1.06, -1.82], [3.81, -0.23, -2.30], [3.88, -1.96, -1.91], [1.35, -0.37, -2.55], [2.10, -1.60, -3.56], [0.16, -2.52, -2.26], [1.69, -3.32, -1.85], [-0.13, -1.13, -0.13], [-1.48, -1.73, -0.41], [-2.48, -0.98, -1.00], [-3.73, -1.53, -1.25], [-3.96, -2.85, -0.92], [-2.97, -3.62, -0.33], [-1.74, -3.05, -0.08], [-0.95, -3.64, 0.37], [-3.17, -4.65, -0.07], [-5.52, -3.55, -1.23], [-4.51, -0.94, -1.71], [-2.30, 0.06, -1.27], [-0.08, -0.86, 0.94], [-0.02, -0.19, -0.70], [1.98, -1.59, 1.34], [2.74, -2.79, 0.28], [4.03, -0.77, 0.19], [2.01, 3.19, 3.14], [0.33, 5.26, 3.50], [-0.16, 6.08, 1.99]], "mulliken_charge": [-1.06, 0.36, 0.31, 0.32, -0.49, 0.85, -1.17, 0.78, -0.19, -1.08, 0.59, 0.25, -0.70, 0.02, 0.23, -0.12, -1.47, 0.17, -1.00, -0.47, -1.26, 0.40, 0.48, 0.28, 0.41, 0.44, 0.39, -0.23, 0.06, -0.31, -0.85, 0.40, -0.73, -0.28, 0.39, 0.41, -0.22, 0.41, 0.41, 0.52, 0.11, 0.66, 0.43, 0.47, 0.48, 0.32, 0.29], "e_tot_ha": -1454.1817, "orbital_gap_ev": 8.9562, "homo_energy_ha": -0.304, "largest_force_ha_per_bohr": 0.0176, "relative_energy_kj_mol": 38.2}

{"formula": "C4H8N2O4S", "method": "ωB97M-V/def2-TZVPD", "species": ["C", "C", "C", "C", "N", "N", "O", "O", "O", "O", "S", "H", "H", "H", "H", "H", "H", "H", "H"], "xyz": [[0.24, -1.36, -0.99], [0.99, -0.25, -1.00], [2.78, 0.55, 0.12], [-0.62, 1.46, -0.07], [-1.12, -1.55, -0.97], [-1.77, -0.70, 1.45], [-1.86, 0.93, -0.47], [-3.45, -0.85, -0.50], [2.39, -0.26, -0.99], [0.42, 1.06, -0.98], [-2.11, -0.61, -0.20], [0.77, -2.26, -0.97], [2.01, 0.28, 0.95], [2.90, 1.65, -0.18], [3.90, 0.39, 0.34], [-0.42, 0.90, 0.92], [-0.78, 2.59, -0.18], [-2.61, -0.28, 1.98], [-1.66, -1.69, 1.75]], "mulliken_charge": [-0.21, 0.41, -0.51, -0.28, -0.63, -0.58, -0.36, -0.60, -0.38, -0.38, 1.05, 0.48, 0.26, 0.19, 0.24, 0.48, 0.23, 0.29, 0.29], "e_tot_ha": -965.7305, "orbital_gap_ev": 8.4987, "homo_energy_ha": -0.301, "largest_force_ha_per_bohr": 0.0785, "relative_energy_kj_mol": 225.2}

{"formula": "C5H12N2", "method": "ωB97M-V/def2-TZVPD", "species": ["C", "C", "C", "N", "C", "N", "C", "H", "H", "H", "H", "H", "H", "H", "H", "H", "H", "H", "H"], "xyz": [[-0.16, 0.22, -0.47], [1.93, 1.10, 0.54], [2.92, 0.13, -0.05], [0.19, 0.20, 0.82], [-1.97, -0.64, -0.06], [-2.07, -2.00, -0.08], [-2.99, 0.22, -0.06], [-0.33, 0.90, 1.35], [-2.80, -2.42, -0.66], [-1.21, -2.53, -0.05], [-0.43, 1.14, -0.99], [0.33, -0.53, -1.10], [1.79, 2.02, -0.03], [2.10, 1.34, 1.59], [-4.03, -0.10, -0.19], [-2.82, 1.29, 0.04], [3.95, 0.50, 0.05], [2.74, -0.02, -1.11], [2.87, -0.83, 0.46]], "mulliken_charge": [-0.72, -0.33, -1.00, -0.44, 0.45, -0.48, -0.98, 0.27, 0.21, 0.22, 0.33, 0.37, 0.33, 0.31, 0.30, 0.24, 0.35, 0.28, 0.28], "e_tot_ha": -307.0407, "orbital_gap_ev": 8.7986, "homo_energy_ha": -0.286, "largest_force_ha_per_bohr": 0.1226, "relative_energy_kj_mol": 495.3}